(1)
This record from OMol25 describes C6H10 in the gas phase. The level of theory is wB97M-V/def2-TZVPD.

The HOMO energy is -7.73 eV. The value obtained for the molar mass is 82.146 g mol⁻¹. As for the LUMO energy: -0.321 eV. The value obtained for the gap between HOMO and LUMO is 0.2722 hartree. The multiplicity is 1.

Each line ends with the natural charge from an NBO analysis.
Element x y z (Å)
C: -0.2644 -2.0329 -0.3772  -0.607
C: 0.6953 -1.2515 -1.2627  -0.466
C: 0.9825 0.1879 -0.9693  0.051
C: 0.5037 1.0651 -0.0490  -0.435
C: -0.3095 0.7107 1.0868  0.069
C: -0.9494 1.8776 1.7595  -0.766
H: 0.0685 -2.0383 0.6608  0.233
H: -0.3363 -3.0634 -0.7444  0.202
H: -1.2634 -1.5879 -0.3868  0.218
H: 0.3284 -1.2572 -2.3030  0.226
H: 1.6656 -1.7674 -1.3272  0.227
H: 1.6698 0.6165 -1.7042  0.190
H: 0.7986 2.1066 -0.2426  0.177
H: -0.8819 1.8017 2.8534  0.243
H: -0.6837 2.9044 1.4478  0.175
H: -2.0237 1.7282 1.5579  0.262

***

(2)
This record from OMol25 describes C6H10 in the gas phase. The level of theory is wB97M-V/def2-TZVPD.

The HOMO energy is -9.07 eV. The value obtained for the molar mass is 82.146 g mol⁻¹. As for the LUMO energy: 1.258 eV. The value obtained for the gap between HOMO and LUMO is 0.3795 hartree. The multiplicity is 1.

Each line ends with the natural charge from an NBO analysis.
Element x y z (Å)
C: 1.9477 -0.2262 0.0613  -0.609
C: 0.4766 -0.2903 0.4304  -0.197
C: -0.4290 -0.8740 -0.6636  -0.436
C: -1.8026 -0.4806 -0.1993  -0.197
C: -1.6864 0.6839 0.4523  -0.197
C: -0.2350 1.0701 0.4238  -0.436
H: 2.5136 0.3293 0.8167  0.210
H: 2.0864 0.2767 -0.9045  0.203
H: 2.3790 -1.2299 -0.0151  0.211
H: 0.3449 -0.8105 1.3908  0.208
H: -0.1857 -0.0892 -1.4695  0.188
H: -0.2678 -1.9026 -1.0018  0.219
H: -2.7176 -0.9690 -0.5180  0.213
H: -2.4863 1.3413 0.7769  0.213
H: -0.0458 1.3145 -0.6843  0.188
H: 0.1078 1.8564 1.1040  0.219

***

(3)
This record from OMol25 describes C6H10 in the gas phase. The level of theory is wB97M-V/def2-TZVPD.

The HOMO energy is -8.67 eV. The value obtained for the molar mass is 82.146 g mol⁻¹. As for the LUMO energy: 1.109 eV. The value obtained for the gap between HOMO and LUMO is 0.3593 hartree. The multiplicity is 1.

Each line ends with the natural charge from an NBO analysis.
Element x y z (Å)
C: -0.7489 0.8511 1.2024  -0.662
C: 0.4481 0.3897 0.4278  0.036
C: 0.4258 -0.6646 -0.3954  -0.253
C: -0.8610 -1.3624 -0.7197  -0.208
C: -1.2563 -1.4776 -1.9813  -0.385
C: 1.7686 1.0750 0.6856  -0.640
H: -0.6341 1.8601 1.5779  0.216
H: -0.9804 0.1879 2.0356  0.222
H: -1.6649 0.8737 0.6051  0.227
H: 1.3377 -0.8867 -0.9401  0.205
H: -1.3242 -1.7933 0.1645  0.205
H: -0.6643 -1.0019 -2.7552  0.192
H: -2.2336 -1.8377 -2.2891  0.200
H: 2.2951 0.6081 1.5303  0.218
H: 1.6917 2.1096 1.0442  0.210
H: 2.4006 1.0688 -0.1924  0.218

***

(4)
This record from OMol25 describes C6H10 in the gas phase. The level of theory is wB97M-V/def2-TZVPD.

The HOMO energy is -9.07 eV. The value obtained for the molar mass is 82.146 g mol⁻¹. As for the LUMO energy: 1.270 eV. The value obtained for the gap between HOMO and LUMO is 0.3800 hartree. The multiplicity is 1.

Each line ends with the natural charge from an NBO analysis.
Element x y z (Å)
C: 1.3435 -0.2677 -0.8659  -0.426
C: -0.0273 0.1936 -1.2174  -0.216
C: -1.2123 -0.3992 -0.5410  -0.427
C: -0.8840 -0.6404 0.9202  -0.386
C: 0.2616 0.6113 1.2868  -0.402
C: 0.8767 0.8808 -0.0297  -0.234
H: 1.4621 -1.2381 -0.3879  0.207
H: 2.1265 -0.0611 -1.5921  0.222
H: -0.1718 0.7131 -2.1605  0.218
H: -2.0980 0.2307 -0.6632  0.208
H: -1.5010 -1.4007 -0.9124  0.207
H: -0.3214 -1.5557 1.0885  0.193
H: -1.7587 -0.6502 1.5748  0.213
H: 0.9087 0.2224 2.0526  0.202
H: -0.2483 1.4890 1.6838  0.204
H: 1.2451 1.8685 -0.2302  0.217

***

Computed relative energies in units of kcal/mol: (1) 64.6; (2) 0.0; (3) 4.9; (4) 1.7

***

(1)
This record from OMol25 describes a gas-phase ion, C5H11N2O (charge +1). The level of theory is wB97M-V/def2-TZVPD.

The HOMO energy is -13.54 eV. The value obtained for the molar mass is 115.156 g mol⁻¹. The net charge is +1. As for the LUMO energy: -5.358 eV. The value obtained for the gap between HOMO and LUMO is 0.3007 hartree. The multiplicity is 1.

Each line ends with the natural charge from an NBO analysis.
Element x y z (Å)
C: -1.9539 -1.4425 1.4727  0.255
C: -0.5113 -1.2866 -0.4454  0.132
C: 0.9757 0.8148 -0.6378  0.770
C: 0.2547 2.0917 -0.7919  -0.755
C: 2.4522 0.9243 -0.5004  -0.729
N: -2.8735 -2.1052 0.8969  -0.664
N: -0.9617 -0.7985 0.7772  -0.623
O: 0.5742 -0.3956 -0.8255  -0.438
H: -1.9773 -1.4329 2.5262  0.185
H: -1.2873 -1.3906 -1.1330  0.238
H: 0.0591 -2.1796 -0.3180  0.197
H: 0.8866 2.6826 -1.3509  0.284
H: 0.3495 2.7234 0.0980  0.307
H: -0.7520 2.0945 -1.2184  0.278
H: 2.7483 0.5822 0.4477  0.276
H: 2.8264 2.0027 -0.4740  0.258
H: 2.8656 0.3096 -1.3350  0.293
H: -3.5719 -2.4426 1.4917  0.364
H: -0.1033 -0.7518 1.3196  0.372

***

(2)
This record from OMol25 describes a gas-phase ion, C5H11N2O (charge +1). The level of theory is wB97M-V/def2-TZVPD.

The HOMO energy is -13.73 eV. The value obtained for the molar mass is 115.156 g mol⁻¹. The net charge is +1. As for the LUMO energy: -4.537 eV. The value obtained for the gap between HOMO and LUMO is 0.3377 hartree. The multiplicity is 1.

Each line ends with the natural charge from an NBO analysis.
Element x y z (Å)
C: 1.6233 -0.6919 -1.1741  0.417
C: -0.2733 -1.7780 -0.1977  -0.269
C: -0.3070 -0.7929 0.9280  -0.248
C: -1.2422 0.9635 -0.6457  -0.452
C: 0.3021 1.5577 0.9898  0.117
N: 0.5338 -1.2915 -1.2138  -0.480
N: -0.4349 0.6869 0.5142  -0.231
O: 2.3392 -0.2170 -0.0911  -0.728
H: 2.1561 -0.3364 -2.0865  0.163
H: 0.0662 -2.7418 0.2466  0.257
H: -1.2997 -2.0045 -0.5631  0.215
H: -1.0199 -1.1752 1.6839  0.257
H: 0.7301 -0.8009 1.3814  0.242
H: -1.8833 1.8624 -0.6150  0.254
H: -0.3266 1.1930 -1.3617  0.253
H: -1.9091 0.0756 -0.8366  0.251
H: 0.2686 2.6338 0.6549  0.234
H: 0.8118 1.3769 1.9383  0.232
H: 3.2511 -0.0006 -0.4724  0.513

***

Computed relative energies in units of kcal/mol: (1) 8.9; (2) 0.0

***

(1)
This record from OMol25 describes a gas-phase ion, C5H11N2O (charge +1). The level of theory is wB97M-V/def2-TZVPD.

The HOMO energy is -14.84 eV. The value obtained for the molar mass is 115.156 g mol⁻¹. The net charge is +1. As for the LUMO energy: -4.799 eV. The value obtained for the gap between HOMO and LUMO is 0.3689 hartree. The multiplicity is 1.

Each line ends with the natural charge from an NBO analysis.
Element x y z (Å)
C: -2.1128 -1.1931 -0.1256  0.233
C: -1.8151 1.2646 -0.4929  0.001
C: -1.3522 -0.0507 0.1921  0.214
C: 2.3301 0.5730 0.5604  -0.622
C: 0.9518 0.5382 -0.0977  -0.209
N: -1.4012 -2.2466 -0.2079  -0.625
N: -0.0597 -0.3040 0.6589  -0.622
O: -2.3641 1.1212 0.6828  -0.398
H: -3.1592 -1.3023 -0.3878  0.258
H: -0.9972 1.9986 -0.6821  0.199
H: -2.2593 1.0939 -1.4879  0.184
H: 2.9024 -0.4047 0.6204  0.227
H: 2.8953 1.2151 -0.0455  0.236
H: 2.2553 0.9590 1.6005  0.219
H: 0.9718 0.2622 -1.1343  0.202
H: 0.6648 1.5172 -0.1782  0.184
H: -1.8558 -3.1773 -0.4713  0.458
H: 0.0188 -0.0910 1.5887  0.405
H: -0.4503 -1.9944 0.0886  0.456

***

(2)
This record from OMol25 describes 2 unconnected molecules or ions with the total composition C5H11N2O. The level of theory is wB97M-V/def2-TZVPD.

The HOMO energy is -14.00 eV. The value obtained for the molar mass is 115.156 g mol⁻¹. The net charge is +1. As for the LUMO energy: -2.876 eV. The value obtained for the gap between HOMO and LUMO is 0.4089 hartree. The multiplicity is 1.

Each line ends with the natural charge from an NBO analysis.
Element x y z (Å)
C: -0.1750 -2.1037 -2.0552  -0.619
C: 0.4424 -1.6104 -0.7537  -0.451
C: -0.1773 -0.3709 -0.1933  0.168
C: -1.2346 -0.2171 0.6365  -0.069
N: -1.3955 1.1390 0.8471  -0.446
C: -0.4470 1.8051 0.2140  0.281
N: 0.3057 0.9158 -0.4145  -0.468
H: -1.2265 -1.8294 -2.1493  0.220
H: -0.2195 -3.1863 -2.0909  0.238
H: 0.3529 -1.8241 -2.9684  0.227
H: 1.5143 -1.4799 -0.8522  0.234
H: 0.3435 -2.3593 0.0252  0.247
H: -1.8679 -0.9661 1.0824  0.259
H: -1.9852 1.5472 1.5569  0.456
H: -0.2788 2.8524 0.3719  0.266
H: 1.0122 1.1233 -1.1071  0.453
H: 1.7011 2.6900 3.2203  0.493
H: 2.0015 1.6148 2.1889  0.476
O: 1.3335 2.2599 2.4413  -0.965

***

Computed relative energies in units of kcal/mol: (1) 89.8; (2) 0.0

***

(1)
This record from OMol25 describes a gas-phase ion, C5H11N2O (charge +1). The level of theory is wB97M-V/def2-TZVPD.

The HOMO energy is -14.77 eV. The value obtained for the molar mass is 115.156 g mol⁻¹. The net charge is +1. As for the LUMO energy: -3.872 eV. The value obtained for the gap between HOMO and LUMO is 0.4007 hartree. The multiplicity is 1.

Each line ends with the natural charge from an NBO analysis.
Element x y z (Å)
C: 0.5284 -0.1126 -1.7482  -0.557
C: -0.4740 -0.6142 -0.7637  0.323
C: 1.8594 -0.4546 -1.0513  0.604
C: -0.3371 1.2891 0.6103  -0.447
C: -1.6654 -0.5677 1.3160  -0.421
N: 1.7670 -0.4468 0.2190  -0.735
N: -0.8010 0.0152 0.2625  -0.226
O: 2.8438 -0.6933 -1.9388  -0.636
H: 0.4862 -0.5168 -2.7882  0.282
H: -0.8482 -1.6378 -0.8246  0.234
H: 0.3936 0.9240 -1.8251  0.251
H: 0.4258 1.1340 1.5087  0.269
H: 0.0723 1.8946 -0.2575  0.242
H: -1.1660 1.8445 1.0356  0.236
H: -1.0756 -0.4435 2.1804  0.232
H: -2.5797 -0.0966 1.5238  0.243
H: -2.0597 -1.5909 1.0911  0.243
H: 2.6283 -0.6450 0.6392  0.364
H: 3.5915 -1.0422 -1.5919  0.498

***

(2)
This record from OMol25 describes a gas-phase ion, C5H11N2O (charge +1). The level of theory is wB97M-V/def2-TZVPD.

The HOMO energy is -14.96 eV. The value obtained for the molar mass is 115.156 g mol⁻¹. The net charge is +1. As for the LUMO energy: -3.441 eV. The value obtained for the gap between HOMO and LUMO is 0.4234 hartree. The multiplicity is 1.

Each line ends with the natural charge from an NBO analysis.
Element x y z (Å)
C: -1.5805 1.2154 0.1811  0.375
C: -0.6838 -0.7433 -0.5536  0.194
C: 0.5412 0.0601 0.0430  0.246
C: 1.1859 -0.5877 1.2209  -0.665
C: 1.3558 0.6289 -1.1038  -0.652
N: -0.3609 1.4846 0.4858  -0.544
N: -1.8843 0.0488 -0.3394  -0.575
O: -1.0671 -2.0258 -0.0504  -0.687
H: -2.4473 1.8238 0.1657  0.238
H: -0.6063 -0.7122 -1.6724  0.194
H: 0.3491 -1.0161 1.7826  0.229
H: 1.7313 -0.0686 1.9307  0.263
H: 1.7208 -1.3798 0.7648  0.242
H: 0.7559 0.7444 -1.9505  0.230
H: 1.9668 -0.2081 -1.4627  0.242
H: 2.0443 1.4620 -0.8551  0.255
H: -0.2132 2.3587 1.0226  0.454
H: -2.5506 -0.6176 0.1206  0.465
H: -0.2572 -2.4674 0.2702  0.496

***

Computed relative energies in units of kcal/mol: (1) 1.5; (2) 0.0